1.
DFT (wB97M-V/def2-TZVPD) results for a cluster of 3 separate species, C8H22B3ClN3O6P in total in a non-equilibrium geometry.

The geometry in XYZ format:
```
44
Properties=species:S:1:pos:R:3:lowdin_charge:R:1
C 7.4663 -1.9245 1.1256 -0.156
N 6.8678 -3.3178 0.8988 -0.146
C 6.4825 -3.9450 2.2484 -0.124
B 4.8890 -4.3484 2.2939 -0.350
O 4.3276 -5.6012 1.6764 0.116
B 3.5946 -5.0620 0.4765 -0.167
O 2.6167 -3.9635 0.6527 0.083
B 3.0416 -3.0277 1.7331 -0.544
P 2.5523 -1.1369 1.7494 0.674
O 0.7837 -1.0189 1.6988 -0.411
Cl 3.3961 -0.1415 0.0414 0.110
O 3.8581 -3.4563 2.9236 0.106
H 8.6049 -2.0705 1.4502 0.101
H 6.8686 -1.3326 1.9707 0.096
H 7.4553 -1.3454 0.0847 0.100
H 6.0170 -3.1763 0.3042 0.087
H 7.1332 -4.9313 2.3548 0.131
H 6.8072 -3.2326 3.1479 0.131
H 3.8597 -5.5565 -0.5829 0.111
H 0.4971 -1.9963 1.7353 0.074
C -1.1410 1.1080 0.7230 -0.091
N -2.5183 1.0916 1.1547 0.001
C -3.4523 2.0786 1.0366 -0.553
C -3.0406 3.3669 0.3795 -0.011
O -4.5904 1.8969 1.4625 0.010
H -0.9981 0.2880 0.0149 0.081
H -0.5095 0.9398 1.5989 0.066
H -0.8638 2.0505 0.2497 0.081
H -2.8709 0.2562 1.6071 0.141
H -3.8917 4.0536 0.3595 0.086
H -2.2325 3.8350 0.9471 0.086
H -2.7251 3.1780 -0.6497 0.079
C -5.8948 1.5108 -2.8739 -0.079
N -4.8581 2.4656 -3.1860 -0.003
C -4.9648 3.8204 -3.3024 -0.555
C -6.3157 4.4446 -3.0870 -0.014
O -3.9718 4.4902 -3.5763 0.014
H -5.6022 0.9778 -1.9659 0.083
H -5.9610 0.8003 -3.7016 0.082
H -6.8653 1.9843 -2.7217 0.078
H -3.9185 2.1210 -3.3449 0.140
H -6.2404 5.5284 -3.2134 0.086
H -7.0273 4.0598 -3.8219 0.085
H -6.6655 4.2388 -2.0722 0.086
```

Gap between HOMO and LUMO, eV: 8.2
E_HOMO, eV: -9.276
SMILES: CNCB1OBOB(P(O)Cl)O1.CNC(C)=O.CNC(C)=O
2S+1: 1

=====

2.
DFT (wB97M-V/def2-TZVPD) results for an isolated molecule of C6H7Cl2NS in a non-equilibrium geometry.

The geometry in XYZ format:
```
17
Properties=species:S:1:pos:R:3:lowdin_charge:R:1
C -0.0105 0.5464 -1.7005 -0.113
C -1.4504 0.5479 -1.5315 -0.188
C 0.9141 0.3961 -0.7476 -0.142
C -2.0459 0.1303 -0.4322 -0.622
C -0.4252 -0.7407 1.0602 -0.611
C 0.6690 0.2147 0.7144 -0.905
N 1.8585 -0.1148 1.3850 0.043
S -0.2166 -2.4184 0.6670 0.822
Cl -3.6118 -0.0113 0.0809 0.711
Cl 0.0075 1.8936 1.3128 0.558
H 0.3307 0.7187 -2.7128 0.106
H -2.0236 0.9265 -2.3752 0.108
H 1.9601 0.4553 -1.0122 0.108
H -0.9671 -0.5947 1.9795 0.051
H 2.5985 0.5585 1.2375 0.088
H 1.7222 -0.2710 2.3758 0.094
H 0.6906 -2.2370 -0.3010 -0.108
```

Gap between HOMO and LUMO (alpha / beta), eV: 6.8 / 7.1
E_HOMO (alpha / beta), eV: -6.460 / -8.715
2S+1: 3

=====

3.
DFT (wB97M-V/def2-TZVPD) results for a structure of composition C16H37N5O9P4SeV in a non-equilibrium geometry.

The geometry in XYZ format:
```
73
Properties=species:S:1:pos:R:3:lowdin_charge:R:1
V 0.9873 -0.8378 0.6231 0.543
C -1.8607 4.9023 -0.1257 -0.097
N -1.2367 3.7184 -0.6888 -0.292
C -0.5313 3.9622 -1.9343 -0.098
P -0.6957 2.5101 0.2864 0.521
O -0.4278 1.2687 -0.4683 -0.271
O 0.7124 3.0936 0.8942 -0.250
P 1.7354 2.0524 1.5921 0.480
O 0.8988 0.8762 1.9492 -0.374
N 2.9307 1.9325 0.4749 -0.283
C 2.7120 1.8841 -0.9665 -0.069
C 4.2317 1.3750 0.8498 -0.104
N 2.4423 2.6870 2.9140 -0.298
C 2.0807 2.2456 4.2520 -0.080
C 3.1952 3.9255 2.8602 -0.091
N -1.7108 2.3606 1.5576 -0.288
C -2.4168 1.0924 1.7436 -0.075
C -1.4817 3.0717 2.8038 -0.099
H -2.5025 5.3541 -0.8834 0.088
H -1.1206 5.6477 0.1877 0.091
H -2.4799 4.6287 0.7243 0.073
H -1.2175 4.4334 -2.6393 0.089
H -0.2028 3.0172 -2.3625 0.080
H 0.3315 4.6233 -1.7926 0.091
H 1.7916 2.3948 -1.2402 0.054
H 2.6625 0.8487 -1.3270 0.088
H 3.5510 2.3826 -1.4559 0.095
H 4.3333 1.3299 1.9326 0.078
H 5.0183 2.0115 0.4377 0.090
H 4.3374 0.3573 0.4632 0.063
H 1.5738 1.2853 4.1944 0.081
H 1.4379 2.9796 4.7479 0.085
H 2.9934 2.1259 4.8399 0.092
H 3.4523 4.1643 1.8297 0.082
H 4.1202 3.8185 3.4317 0.090
H 2.6186 4.7540 3.2830 0.089
H -2.5922 0.6052 0.7881 0.069
H -3.3773 1.3004 2.2155 0.092
H -1.8256 0.4173 2.3687 0.079
H -0.9548 4.0083 2.6320 0.079
H -0.8967 2.4561 3.4961 0.083
H -2.4442 3.3013 3.2662 0.092
N -1.8658 -3.5016 -1.8128 0.153
C -0.7611 -3.1160 -0.8533 -0.482
C 0.0420 -4.3657 -0.5463 -0.071
P -1.6996 -2.4021 0.5947 0.341
O -2.0654 -3.7008 1.4700 -0.123
O -0.7702 -1.5544 1.4321 -0.379
O -2.9366 -1.8528 -0.0107 -0.293
P 0.2769 -2.0025 -1.9378 0.275
O -0.6187 -0.7263 -2.1329 -0.128
O 0.3210 -2.7448 -3.2177 -0.285
O 1.5389 -1.6690 -1.1682 -0.376
H -2.1947 -4.4466 -1.6212 0.159
H -1.4477 -3.4488 -2.7641 0.131
H -2.6415 -2.8217 -1.6572 0.131
H -0.5851 -5.1267 -0.0762 0.085
H 0.8477 -4.1253 0.1442 0.060
H 0.4922 -4.7649 -1.4564 0.095
H -1.4067 -3.8584 2.1599 0.071
H -0.6508 0.0469 -1.5319 0.015
Se 2.7811 -1.7444 2.1408 0.654
C 2.5476 -3.6400 2.0113 -0.667
C 3.3103 -4.4290 1.1551 -0.141
C 3.0817 -5.7932 1.0565 -0.099
C 2.0932 -6.4000 1.8159 -0.109
C 1.3389 -5.6272 2.6890 -0.110
C 1.5634 -4.2644 2.7840 -0.165
H 4.0735 -3.9629 0.5457 0.099
H 3.6800 -6.3847 0.3757 0.100
H 1.9187 -7.4648 1.7362 0.096
H 0.5755 -6.0913 3.3016 0.099
H 0.9808 -3.6572 3.4674 0.094
```

Gap between HOMO and LUMO (alpha / beta), eV: 6.9 / 7.5
E_HOMO (alpha / beta), eV: -6.566 / -7.186
2S+1: 4

=====

4.
DFT (wB97M-V/def2-TZVPD) results for a cluster of 3 separate species, H5O3 in total in a non-equilibrium geometry.

The geometry in XYZ format:
```
8
Properties=species:S:1:pos:R:3:lowdin_charge:R:1
O 0.6914 0.4454 0.3194 -0.482
H 1.1626 0.9942 0.9451 -0.135
O 0.8281 -1.9780 -0.5343 -0.080
H 1.7110 -2.2412 -0.6748 -0.019
H 0.6273 -1.1867 -0.1102 -0.103
O -1.8552 1.4357 -0.3555 -0.184
H -2.2908 1.2111 0.5033 0.013
H -0.8744 1.3195 -0.0930 -0.010
```

Gap between HOMO and LUMO, eV: 8.4
Charge: -1
E_HOMO, eV: -3.531
Relative energy (zero: lowest compared OMol25 entry of this formula, charge and spin), eV: 0.657
2S+1: 1

=====

5.
DFT (wB97M-V/def2-TZVPD) results for a structure of composition C4H9NO4P2S2 in a non-equilibrium geometry.

The geometry in XYZ format:
```
22
Properties=species:S:1:pos:R:3:lowdin_charge:R:1
C -1.2293 2.2674 0.8529 -0.321
C -1.3606 2.9261 -0.6240 -0.153
C 2.5985 -1.9715 -0.7893 -0.182
C 1.3294 -2.8705 -0.5413 -0.208
N 0.6500 0.5289 -0.3699 -0.301
O -1.8775 1.0667 1.0026 -0.097
O -1.2257 1.8562 -1.5782 -0.334
O 2.6566 -0.9546 0.2270 -0.227
O 0.4168 -2.0316 0.0802 -0.277
P -0.6249 0.4219 -1.2723 0.326
P 1.1345 -0.6821 0.6237 0.057
S 0.8519 -0.1656 2.4319 0.344
S -1.2969 -1.0328 -2.3311 0.354
H -0.0590 2.2073 1.0884 0.104
H -1.5749 3.1970 1.4860 0.140
H -2.4207 3.3271 -0.9310 0.151
H -0.5630 3.6986 -0.8994 0.141
H 3.5414 -2.4097 -0.8762 0.096
H 2.6475 -1.4971 -1.8049 0.130
H 1.0640 -3.1487 -1.4685 0.069
H 1.7701 -3.7444 -0.0723 0.129
H -1.8433 0.6312 1.8283 0.059
```

Gap between HOMO and LUMO, eV: 8.8
E_HOMO, eV: -8.777
Relative energy (zero: lowest compared OMol25 entry of this formula, charge and spin), eV: 1.933
2S+1: 1

=====

6.
DFT (wB97M-V/def2-TZVPD) results for a cluster of 7 separate species, C6H25NO7 in total in a non-equilibrium geometry.

The geometry in XYZ format:
```
39
Properties=species:S:1:pos:R:3:lowdin_charge:R:1
C 0.7439 1.1381 2.4038 -0.097
C -0.0333 2.1991 1.5989 -0.248
C 0.5727 2.3541 0.1942 -0.108
C 0.5737 1.0937 -0.5915 -0.462
O 1.5317 0.7449 -1.2808 0.015
N -0.6127 0.4097 -0.7412 0.073
C -0.6307 -0.6915 -1.7003 -0.223
C -0.7879 -0.1922 -3.1753 -0.056
H 1.7129 1.6389 2.5291 0.077
H 0.8275 0.1562 1.9174 0.059
H 0.4794 0.9355 3.4480 0.076
H -0.0245 3.0914 2.2112 0.098
H -1.1179 1.9877 1.5603 0.099
H -0.0277 3.0445 -0.4231 0.132
H 1.5271 2.8119 0.3856 0.116
H -1.4734 0.9293 -0.6885 0.079
H -1.4018 -1.3415 -1.2546 0.108
H 0.3012 -1.2570 -1.7157 0.089
H -1.7297 0.3664 -3.1838 0.055
H -0.9062 -1.0101 -3.8905 0.070
H 0.0633 0.4579 -3.3480 0.066
O 3.9498 -0.4441 -1.2051 -0.068
H 4.3147 -0.2121 -0.3341 0.068
H 3.3253 0.2649 -1.4843 0.040
O -3.1288 1.9973 -1.5565 -0.043
H -3.3408 1.2202 -1.0297 0.011
H -2.9813 2.7190 -0.9508 0.037
O 2.1268 -1.8849 0.0561 -0.099
H 1.8653 -2.6301 -0.5050 0.041
H 2.8326 -1.4607 -0.5028 -0.006
O 1.0687 -2.9822 2.1827 -0.054
H 1.1514 -3.3417 1.3078 0.011
H 1.8368 -3.0997 2.7445 0.044
O -3.3908 -0.6112 0.4510 -0.063
H -4.2500 -1.0382 0.5559 0.050
H -3.0624 -0.8642 1.3323 0.011
O -1.6052 -1.5826 2.4652 -0.053
H -1.2446 -2.1839 3.1225 0.044
H -0.8874 -1.1041 2.0480 0.010
```

Gap between HOMO and LUMO, eV: 9.9
E_HOMO, eV: -9.325
Relative energy (zero: lowest compared OMol25 entry of this formula, charge and spin), eV: 1.461
SMILES: CCCC(=O)NCC.O.O.O.O.O.O
2S+1: 1